(1)
{"formula": "C5H9NOS", "method": "ωB97M-V/def2-TZVPD", "symbols": ["S", "O", "N", "C", "C", "C", "C", "C", "H", "H", "H", "H", "H", "H", "H", "H", "H"], "positions_angstrom": [[2.56181, -1.14668, -0.16105], [-0.76337, -1.89867, 0.86550], [0.50833, 0.75438, -0.23292], [-0.94553, 0.77063, 0.09238], [-1.38939, -0.41700, -0.69461], [1.35413, 1.61548, 0.32879], [0.99759, -0.54968, -0.28973], [-0.34357, -1.41647, -0.40975], [1.39415, 2.69939, -0.35426], [2.53747, 1.20515, 0.38682], [-1.71053, -0.23091, -1.63426], [-2.32814, -0.69990, -0.15303], [-0.26126, -2.45638, -0.97347], [0.89062, 1.96347, 1.42962], [-1.36012, 1.71655, -0.41223], [-1.17660, 0.63010, 1.17853], [0.03442, -2.53944, 1.03368]], "atomic_forces_ev_per_a": [[-1.81, 0.54, -0.20], [3.58, -1.99, 1.11], [-0.59, -4.82, -0.01], [0.53, 1.89, -1.84], [-2.29, -0.72, 3.18], [4.07, 7.10, 2.37], [-1.52, -0.81, -0.46], [0.89, -2.63, -0.59], [-0.01, -2.83, 2.01], [-3.57, 1.10, 0.01], [-0.21, 0.71, -3.28], [0.60, -0.46, -0.67], [0.12, 2.80, -0.08], [1.64, -0.82, -2.58], [0.40, -1.13, 1.42], [0.51, 0.57, -0.85], [-2.34, 1.50, 0.48]], "lowdin_charge": [0.644, -0.086, -0.233, -0.131, -0.163, -0.204, -0.663, -0.369, 0.139, 0.080, 0.086, 0.143, 0.181, 0.138, 0.155, 0.141, 0.142], "charge": 0, "lumo_ev": 0.30, "homo_energy_ev": -8.66, "smiles": "CN1CC[C@H](O)C1=S", "de_lowest_kj_mol": 322.1}

(2)
{"formula": "C18H34O3", "method": "ωB97M-V/def2-TZVPD", "symbols": ["O", "O", "O", "C", "C", "C", "C", "C", "C", "C", "C", "C", "C", "C", "C", "C", "C", "C", "C", "C", "C", "H", "H", "H", "H", "H", "H", "H", "H", "H", "H", "H", "H", "H", "H", "H", "H", "H", "H", "H", "H", "H", "H", "H", "H", "H", "H", "H", "H", "H", "H", "H", "H", "H", "H"], "positions_angstrom": [[7.96269, -0.24039, 2.06324], [7.02561, -1.63128, -1.07851], [9.19683, -0.90935, 0.32380], [-5.48090, -1.52808, 0.54198], [-0.90419, 2.20178, -0.67010], [2.47072, 0.18720, -0.92100], [8.12175, -0.68874, 0.81990], [-1.34801, 2.18085, 0.75858], [-3.81681, 1.96577, 0.14066], [6.29867, 0.56307, -0.28296], [-5.20599, -0.13870, -0.02785], [-0.04416, -0.16146, -0.81553], [1.28021, -0.18375, -0.04101], [-6.87632, -3.62853, 0.37125], [-6.60556, -2.24323, -0.20271], [4.97148, 0.51038, -1.03802], [-4.08889, 0.58114, 0.72351], [-2.75988, 2.75428, 0.91470], [6.81807, -0.85011, 0.06452], [3.78734, 0.13857, -0.14954], [-0.35764, 1.20485, -1.35007], [-3.49444, 1.86204, -0.89787], [-4.75010, 2.53490, 0.14430], [6.08957, -1.36383, 0.69974], [3.92688, -0.86718, 0.25036], [0.01869, -0.86806, -1.64544], [-3.18343, -0.02555, 0.67271], [8.82399, -0.12183, 2.49630], [-0.84265, -0.49848, -0.15098], [-3.02577, 2.77255, 1.97440], [1.43414, -1.18391, 0.37187], [-6.11967, 0.45878, 0.02307], [-6.33788, -2.33342, -1.25803], [-0.65933, 2.79720, 1.34640], [-4.57053, -2.12966, 0.48236], [7.04949, 1.05363, -0.90742], [2.32188, 1.19346, -1.31811], [-2.76026, 3.78644, 0.55500], [-7.68010, -4.11918, -0.17285], [-5.98612, -4.25022, 0.30294], [-7.16376, -3.55802, 1.41820], [-4.92971, -0.22852, -1.08127], [1.21723, 0.51801, 0.79328], [2.52481, -0.50163, -1.76707], [6.18797, 1.13159, 0.64156], [-0.07686, 1.37377, -2.38154], [3.73555, 0.83015, 0.69531], [-1.30821, 1.17070, 1.16308], [4.78632, 1.49135, -1.48118], [-7.51575, -1.64185, -0.14351], [5.06259, -0.21477, -1.84822], [-4.36611, 0.67931, 1.77626], [-5.74851, -1.43888, 1.59780], [-1.06336, 3.15036, -1.16925], [7.95841, -1.54348, -1.32705]], "atomic_forces_ev_per_a": [[-0.24, 0.18, 0.53], [0.07, -0.08, -0.19], [0.06, 0.00, -0.04], [-0.26, 0.20, -0.40], [-0.01, 0.07, 0.12], [0.03, -0.10, 0.48], [0.20, -0.24, -0.26], [-0.09, 0.12, 0.02], [0.09, 0.00, 0.33], [-0.12, -0.35, -0.15], [0.25, -0.21, 0.38], [0.06, 0.05, 0.29], [-0.02, -0.06, -0.37], [-0.06, 0.19, -0.18], [0.18, -0.15, 0.28], [0.08, -0.01, 0.32], [-0.20, 0.21, -0.39], [-0.04, -0.13, -0.15], [-0.04, 0.44, 0.16], [-0.01, 0.13, -0.45], [0.00, -0.13, -0.21], [-0.08, 0.03, -0.08], [-0.03, 0.00, -0.08], [0.11, 0.04, 0.00], [-0.02, -0.06, 0.12], [-0.06, -0.06, 0.02], [0.08, -0.08, 0.08], [-0.04, -0.09, -0.30], [-0.05, -0.07, -0.05], [-0.02, 0.08, 0.02], [0.03, -0.01, 0.08], [-0.05, 0.05, -0.07], [-0.04, 0.07, -0.06], [0.02, -0.08, 0.05], [0.06, -0.05, 0.07], [0.09, 0.01, 0.07], [0.03, 0.02, -0.09], [0.03, 0.06, 0.07], [-0.07, -0.13, 0.01], [0.07, -0.11, 0.02], [-0.03, -0.05, 0.12], [-0.04, 0.03, -0.08], [-0.01, 0.00, 0.09], [-0.01, 0.00, -0.11], [0.03, 0.09, 0.02], [0.00, 0.15, -0.11], [0.00, -0.01, 0.10], [0.08, -0.06, 0.08], [-0.02, -0.01, -0.08], [-0.02, 0.05, -0.08], [-0.02, 0.06, -0.11], [0.05, -0.03, 0.09], [0.04, -0.04, 0.09], [0.03, 0.10, -0.16], [-0.05, -0.02, 0.10]], "lowdin_charge": [0.131, 0.000, 0.120, -0.240, -0.126, -0.221, -0.492, -0.209, -0.218, -0.133, -0.227, -0.205, -0.210, -0.122, -0.281, -0.204, -0.219, -0.213, -0.313, -0.215, -0.123, 0.109, 0.112, 0.154, 0.111, 0.110, 0.100, 0.139, 0.094, 0.109, 0.113, 0.115, 0.107, 0.117, 0.115, 0.128, 0.112, 0.107, 0.065, 0.069, 0.069, 0.117, 0.112, 0.121, 0.119, 0.103, 0.120, 0.095, 0.115, 0.107, 0.114, 0.119, 0.115, 0.109, 0.098], "charge": 0, "lumo_ev": 0.65, "homo_energy_ev": -9.17, "smiles": "CCCCCCCC/C=C\\CCCCCC[C@@H](O)C(=O)O", "de_lowest_kj_mol": 93.2}

(3)
{"formula": "C15H22BrN3O", "method": "ωB97M-V/def2-TZVPD", "symbols": ["Br", "O", "N", "N", "N", "C", "C", "C", "C", "C", "C", "C", "C", "C", "C", "C", "C", "C", "C", "C", "H", "H", "H", "H", "H", "H", "H", "H", "H", "H", "H", "H", "H", "H", "H", "H", "H", "H", "H", "H", "H", "H"], "positions_angstrom": [[-1.20692, -1.08400, 1.64490], [-5.41156, -2.40723, 1.35977], [4.28365, 0.28767, 1.59095], [-0.06471, 0.43111, -3.83957], [-4.26102, -0.41837, 1.44059], [0.68087, -0.57275, -1.84385], [2.95731, 0.38146, 1.78026], [-4.61131, 0.89393, 2.06429], [4.01510, 0.24539, -0.74370], [-4.84774, -1.66454, 2.08877], [5.19040, 0.29861, 2.75433], [1.72108, 0.34023, -1.74046], [2.09821, 0.36363, 0.70740], [-0.17617, -0.53552, -2.92153], [1.86082, 1.27849, -2.76382], [4.82328, 0.20399, 0.36264], [0.92695, 1.33648, -3.77065], [2.63633, 0.31976, -0.57777], [-0.97454, 0.45610, -5.00797], [-4.42824, -1.87142, 3.50100], [-4.88086, -2.78200, 3.87762], [4.64489, 0.38659, 3.68687], [-0.41574, 0.34430, -5.92969], [-4.73376, -0.44690, 0.53123], [-1.54176, 1.38626, -4.99929], [-4.79887, -1.03825, 4.10495], [5.76199, -0.62777, 2.76063], [2.73219, 1.91910, -2.80459], [5.90123, 0.15152, 0.31556], [1.02503, 0.28669, 0.81574], [-5.64137, 0.86452, 2.40588], [0.95731, 2.09290, -4.54197], [-4.52066, 1.67527, 1.31503], [-3.33747, -1.89170, 3.52814], [-3.22904, -0.54033, 1.20907], [2.60348, 0.42139, 2.80019], [4.45572, 0.20879, -1.73084], [-3.89234, 1.07969, 2.85641], [5.88703, 1.13069, 2.67554], [-0.94940, -1.28073, -3.03317], [0.47714, -1.29926, -1.06321], [-1.71656, -0.32380, -4.86571]], "atomic_forces_ev_per_a": [[0.17, 0.24, -0.40], [-0.32, 0.33, -0.02], [-0.04, 0.25, 0.34], [0.04, -0.09, -0.45], [-1.38, 0.34, -1.36], [-0.30, -0.14, 0.52], [-0.11, -0.28, -0.02], [0.58, -0.12, 0.06], [0.01, 0.08, -0.28], [1.23, -0.81, 0.23], [0.55, -0.15, 0.17], [-0.23, -0.03, -0.44], [0.11, -0.31, -0.68], [0.21, 0.04, 0.35], [0.33, -0.14, -0.01], [-0.12, 0.24, 0.11], [0.21, -0.03, 0.07], [0.05, -0.05, 0.27], [-0.67, 0.21, 0.45], [-0.70, 0.44, 0.02], [0.14, -0.13, -0.05], [-0.22, -0.01, -0.11], [0.03, -0.10, -0.01], [0.11, -0.04, 0.01], [0.27, 0.14, -0.08], [0.23, -0.01, 0.08], [-0.07, -0.03, 0.01], [-0.24, 0.30, 0.10], [0.01, -0.08, -0.03], [-0.20, 0.24, 0.49], [0.04, -0.04, 0.19], [-0.01, -0.09, -0.09], [0.08, -0.04, -0.05], [0.02, -0.01, 0.05], [0.19, -0.09, 0.85], [0.04, 0.01, 0.02], [0.07, -0.06, 0.04], [-0.21, 0.07, 0.18], [-0.10, 0.06, -0.10], [-0.12, 0.13, -0.16], [0.12, -0.03, -0.04], [0.20, -0.22, -0.23]], "lowdin_charge": [-0.168, 0.184, -0.074, -0.076, -0.002, 0.049, 0.042, -0.002, 0.054, -0.423, 0.043, -0.121, 0.042, 0.030, 0.058, 0.021, 0.020, -0.122, 0.049, 0.022, 0.106, 0.107, 0.117, 0.163, 0.117, 0.099, 0.118, 0.142, 0.159, 0.025, 0.109, 0.159, 0.099, 0.057, -0.084, 0.157, 0.143, 0.098, 0.117, 0.156, 0.107, 0.104], "charge": 2, "lumo_ev": -7.24, "homo_energy_ev": -13.48, "de_lowest_kj_mol": 0.0}

(4)
{"formula": "C36H42AsCrN5OPS", "method": "ωB97M-V/def2-TZVPD", "symbols": ["As", "Cr", "S", "P", "O", "N", "N", "N", "N", "N", "C", "C", "C", "C", "C", "C", "C", "C", "C", "C", "C", "C", "C", "C", "C", "C", "C", "C", "C", "C", "C", "C", "C", "C", "C", "C", "C", "C", "C", "C", "C", "C", "C", "C", "C", "C", "H", "H", "H", "H", "H", "H", "H", "H", "H", "H", "H", "H", "H", "H", "H", "H", "H", "H", "H", "H", "H", "H", "H", "H", "H", "H", "H", "H", "H", "H", "H", "H", "H", "H", "H", "H", "H", "H", "H", "H", "H", "H"], "positions_angstrom": [[-3.25341, 3.34475, -1.11413], [-0.48139, 1.09873, -0.49218], [-1.12743, 3.43040, -0.97532], [0.18735, -1.26087, -0.62227], [-2.32797, 0.55610, -0.40833], [-0.62762, 1.44462, 1.49465], [1.44456, 1.50571, -0.50206], [3.52969, 1.58099, 0.78214], [-1.49045, 1.61370, 3.49176], [-0.35818, 0.82122, -2.65214], [-0.70536, -3.09486, -4.19007], [4.56132, -2.63667, -1.09882], [-0.40160, 2.45003, 3.47157], [-3.03997, -0.01125, 0.55058], [3.77635, -3.24347, -0.13100], [-0.55884, -0.52016, -3.17291], [-0.97828, -2.00726, -5.00887], [-0.36664, -2.89670, -2.86285], [-3.80599, 5.12781, -1.61272], [5.84596, 2.34726, 0.71161], [3.84465, 0.43610, 1.66071], [-4.65263, -1.15778, 2.55348], [-4.20988, 2.95523, 0.52502], [-3.53725, -0.42693, 2.89574], [-0.56721, -3.40931, 2.69242], [6.22721, 1.20231, 1.65187], [1.92915, -1.80998, -0.70350], [-1.97306, -4.37162, 0.99863], [-0.32397, -1.60621, -2.33620], [0.11738, 2.34952, 2.22542], [-0.88862, -0.72010, -4.50573], [-1.61575, 1.01655, 2.28598], [-0.12664, -2.46881, 1.78025], [2.43854, 1.57115, 0.10233], [-2.72601, 0.15778, 1.91690], [5.29102, 0.00938, 1.44675], [-1.48519, -4.37240, 2.29592], [2.73959, -1.17440, -1.64885], [4.04324, -1.59043, -1.85254], [-4.20108, -0.72809, 0.22721], [-4.98803, -1.29114, 1.20838], [-0.57707, -2.49500, 0.45614], [-1.52462, -3.43708, 0.07667], [2.46250, -2.83819, 0.06762], [4.39632, 2.76278, 0.93259], [-3.88869, 2.20645, -2.54659], [5.96903, 2.03404, -0.32799], [-5.87173, -1.84885, 0.92566], [-1.23165, -2.16057, -6.04891], [-0.73780, -4.09790, -4.59348], [2.33928, -0.35676, -2.23732], [0.57879, -1.70064, 2.08614], [-1.82554, -5.12142, 2.99849], [7.25913, 0.90429, 1.47101], [-5.26482, -1.62140, 3.31431], [5.40255, -0.39492, 0.43795], [-4.55289, 1.92283, 0.52376], [-0.94952, 1.48270, -3.14657], [-2.71303, -5.10193, 0.69853], [-0.12197, 3.05730, 4.31389], [-3.33613, 2.46386, -3.44910], [-5.06221, 3.62946, 0.58969], [4.18075, -4.05202, 0.46362], [1.85831, -3.34103, 0.81041], [0.94713, 2.88105, 1.79683], [-4.45995, -0.83642, -0.81961], [4.65330, -1.11132, -2.60734], [-1.05086, 0.13087, -5.15777], [-4.85743, 5.12346, -1.89735], [3.69713, 0.75856, 2.69647], [-0.11948, -3.74044, -2.23121], [-3.20348, 5.47467, -2.44988], [5.52389, -0.79038, 2.15096], [-0.19373, -3.40269, 3.70829], [4.26334, 3.15380, 1.94587], [5.57349, -2.97893, -1.26833], [-3.66025, 5.80779, -0.77531], [3.15502, -0.37948, 1.44296], [6.15950, 1.54310, 2.68931], [-3.55118, 3.12104, 1.37505], [-4.95008, 2.38761, -2.70978], [-1.91141, -3.45354, -0.93289], [0.59379, 1.10717, -2.87763], [-3.27937, -0.31644, 3.94322], [-2.12831, 1.49718, 4.26075], [-3.71985, 1.16690, -2.27803], [6.48580, 3.21348, 0.87950], [4.08642, 3.52608, 0.22054]], "atomic_forces_ev_per_a": [[-0.49, 0.20, -0.16], [-1.66, 0.23, -0.25], [0.31, -0.17, 0.03], [-0.06, -0.80, -0.31], [0.52, 0.01, -0.59], [-0.16, -0.18, 0.26], [0.99, 0.29, 0.21], [-0.12, -0.08, 0.06], [0.00, -0.14, -0.11], [0.03, -0.13, 0.20], [0.05, -0.11, 0.01], [-0.02, -0.01, 0.05], [0.07, 0.15, -0.07], [-0.10, -0.13, 0.56], [0.08, -0.04, -0.02], [-0.01, -0.30, -0.07], [0.00, 0.02, 0.03], [0.02, 0.07, -0.06], [0.09, -0.01, 0.00], [-0.09, -0.05, 0.14], [0.23, -0.37, 0.07], [-0.09, -0.04, 0.05], [0.06, -0.05, -0.13], [0.10, 0.00, 0.01], [0.02, -0.02, 0.09], [-0.07, -0.05, -0.19], [0.11, 0.33, 0.07], [-0.11, -0.04, 0.02], [-0.01, 0.16, 0.14], [0.08, -0.05, 0.15], [-0.04, 0.12, -0.01], [0.11, 0.21, -0.07], [-0.12, 0.17, -0.03], [-0.03, 0.11, -0.08], [-0.02, -0.16, -0.24], [0.02, 0.18, 0.09], [-0.05, -0.03, -0.03], [-0.01, -0.03, 0.06], [0.02, 0.01, -0.06], [0.19, 0.01, -0.20], [-0.02, -0.06, 0.01], [-0.03, 0.31, 0.29], [0.00, 0.07, -0.10], [-0.04, -0.02, -0.03], [0.25, 0.23, -0.14], [0.08, 0.02, 0.20], [0.04, 0.03, -0.01], [0.01, 0.01, 0.01], [-0.01, 0.00, 0.00], [-0.02, 0.00, 0.01], [0.05, -0.06, -0.07], [0.01, -0.06, 0.06], [-0.01, 0.02, 0.01], [0.01, 0.01, 0.05], [0.02, 0.04, 0.02], [-0.01, 0.01, 0.03], [0.00, 0.07, -0.02], [-0.12, 0.06, 0.13], [0.03, -0.02, 0.00], [0.01, -0.04, 0.01], [-0.02, 0.05, -0.01], [0.01, 0.03, -0.05], [-0.02, -0.01, -0.01], [0.06, -0.03, -0.07], [-0.01, 0.02, 0.03], [0.02, -0.02, 0.01], [-0.01, 0.01, 0.00], [-0.02, -0.01, 0.01], [-0.01, -0.07, 0.03], [-0.06, 0.03, -0.04], [0.00, -0.02, -0.05], [0.01, -0.07, -0.01], [-0.01, -0.02, -0.01], [-0.01, 0.03, -0.01], [-0.05, -0.01, -0.02], [0.01, 0.02, 0.01], [0.03, -0.07, 0.05], [-0.03, 0.07, -0.06], [0.06, 0.00, 0.01], [0.05, 0.03, -0.05], [0.00, 0.05, 0.03], [-0.05, 0.01, 0.04], [0.00, 0.11, 0.04], [0.00, -0.05, 0.00], [-0.01, -0.01, 0.02], [0.04, 0.03, 0.02], [-0.01, 0.01, -0.03], [-0.07, -0.04, 0.00]], "lowdin_charge": [0.809, 0.406, 0.291, 1.117, -0.293, -0.023, 0.078, -0.045, 0.143, 0.011, -0.042, -0.067, -0.038, -0.377, -0.053, -0.287, -0.040, -0.065, -0.243, -0.163, -0.106, -0.066, -0.190, -0.021, -0.060, -0.181, -0.337, -0.049, -0.283, -0.117, -0.010, -0.246, -0.131, -0.195, -0.108, -0.163, -0.051, -0.106, -0.065, -0.016, -0.053, -0.354, -0.069, -0.071, -0.112, -0.215, 0.123, 0.118, 0.120, 0.120, 0.094, 0.109, 0.116, 0.121, 0.113, 0.103, 0.031, 0.077, 0.117, 0.129, 0.043, 0.052, 0.117, 0.098, 0.103, 0.121, 0.116, 0.124, 0.050, 0.137, 0.118, 0.044, 0.126, 0.115, 0.135, 0.118, 0.049, 0.111, 0.121, 0.046, 0.054, 0.103, 0.104, 0.115, 0.164, 0.018, 0.124, 0.135], "charge": 2, "s_squared": 3.79, "lumo_ev": [-5.22, -4.99], "spin_multiplicity": 4, "homo_energy_ev": [-12.75, -12.88], "de_lowest_kj_mol": 0.0}

What is the formula in the third record? C15H22BrN3O